--- w ---
25
Properties=species:S:1:pos:R:3:lowdin_charge:R:1 method="wB97M-V/def2-TZVPD" e_lumo_ev="0.214 / 0.215" homo_ev="-7.47 / -7.47" mol_weight_g_mol=141.21 gap_ev="7.68 / 7.69" charge=0
C 1.0664 -1.0681 -0.7085 -0.430
C 2.2662 -0.4630 -1.3473 -0.032
C 0.8821 0.4921 1.0233 -0.058
C 1.1709 -2.2537 0.1619 -0.054
O -0.0294 -0.9816 -1.4801 0.048
H -0.7739 -1.4086 -1.0222 0.116
H 0.9842 -3.1635 -0.4183 0.104
H 2.6653 -1.1569 -2.0956 0.103
H 2.0092 0.4675 -1.8525 0.092
H 3.0416 -0.2792 -0.6059 0.091
H 0.4837 1.0754 1.8546 0.045
H 1.6180 -0.1349 1.5188 0.032
H 1.3364 1.2149 0.3505 0.015
H 0.3629 -2.1965 0.9264 0.053
H 2.1460 -2.3206 0.6387 0.092
C -1.2424 2.0074 -0.5013 -0.066
C -1.8712 1.0578 0.4825 -0.337
C -3.1348 1.1884 0.8919 0.066
C -1.0962 -0.1045 0.9725 -0.357
N -1.3102 -1.2128 1.3573 0.120
H -0.4891 2.6338 -0.0190 0.077
H -0.7521 1.4606 -1.3078 0.070
H -1.9967 2.6647 -0.9335 0.078
H -3.5769 0.4879 1.5867 0.068
H -3.7603 1.9936 0.5271 0.065

---

--- x ---
25
Properties=species:S:1:pos:R:3:lowdin_charge:R:1 method="wB97M-V/def2-TZVPD" e_lumo_ev=0.691 homo_ev=-9.15 mol_weight_g_mol=141.21 smiles="CC(C)(C)N1C(=O)C1(C)C" gap_ev=9.84 charge=0
C 1.8301 0.8955 1.2447 -0.025
C 1.1662 0.2444 0.0279 -0.573
C 2.0818 -0.8349 -0.5605 -0.025
C 0.8216 1.2914 -1.0300 -0.022
N -0.0579 -0.3796 0.4644 0.107
C -0.6615 -1.2821 1.1936 -0.408
O -0.5591 -2.1150 2.0376 0.104
C -1.4986 -0.5188 0.2206 -0.371
C -2.3746 0.6299 0.6785 -0.018
C -1.9281 -1.1640 -1.0841 -0.018
H 1.9852 0.1511 2.0236 0.089
H 1.2011 1.6895 1.6435 0.084
H 2.7928 1.3180 0.9647 0.085
H 1.6099 -1.3024 -1.4229 0.083
H 2.2751 -1.6021 0.1855 0.089
H 3.0276 -0.4008 -0.8733 0.084
H 0.3041 0.8216 -1.8671 0.081
H 1.7290 1.7516 -1.4083 0.087
H 0.1838 2.0653 -0.6108 0.082
H -2.0717 0.9712 1.6692 0.088
H -3.4085 0.3051 0.7337 0.079
H -2.3181 1.4599 -0.0183 0.074
H -2.9544 -1.5159 -0.9970 0.081
H -1.8838 -0.4552 -1.9049 0.072
H -1.2918 -2.0237 -1.3104 0.088

---

Least stable = w

---

--- w ---
8
Properties=species:S:1:pos:R:3:lowdin_charge:R:1 method="wB97M-V/def2-TZVPD" e_lumo_ev=0.758 homo_ev=-7.91 mol_weight_g_mol=94.50 smiles=O1[C@H]2O[C@H]12.Cl gap_ev=8.66 charge=0
O -1.3166 -1.0134 -0.0869 0.067
C -1.6549 0.2264 0.3697 -0.175
O -0.5032 0.7746 -0.1273 0.047
C -0.1800 -0.4642 -0.5414 -0.225
H -2.6231 0.6676 0.2624 0.108
H 0.7846 -0.9032 -0.6042 0.034
Cl 2.9846 -0.0712 -0.0495 0.353
H 2.5087 0.7835 0.7773 -0.210

---

--- x ---
8
Properties=species:S:1:pos:R:3:lowdin_charge:R:1 method="wB97M-V/def2-TZVPD" e_lumo_ev=0.325 homo_ev=-10.88 mol_weight_g_mol=94.50 smiles="O=C(O)CCl" gap_ev=11.20 charge=0
O 1.9082 -0.8669 -0.3129 0.137
C 1.1061 -0.0762 -0.0350 -0.715
O 1.4124 1.1764 0.0532 0.084
C -0.2670 -0.5118 0.5041 -0.342
Cl -1.9998 0.1081 -0.1439 0.432
H 2.5266 1.1955 0.0637 0.247
H -0.2382 -1.4351 0.0579 0.020
H 0.1096 -0.5457 1.5881 0.139

---

Least stable = w

---

--- w ---
8
Properties=species:S:1:pos:R:3:lowdin_charge:R:1 method="wB97M-V/def2-TZVPD" e_lumo_ev="-0.561 / -0.786" homo_ev="-8.79 / -7.78" mol_weight_g_mol=94.50 gap_ev="8.23 / 6.99" charge=0
C -1.3356 1.2785 -0.4277 0.103
C 0.3624 0.2495 0.2489 -0.687
O 1.4309 -1.8429 -0.1837 -0.011
O 0.3315 -0.9449 0.2719 -0.115
Cl 1.9125 1.0092 0.2705 0.685
H -1.5242 2.2877 -0.1036 -0.052
H -2.1921 0.6816 -0.1022 -0.042
H 1.0145 -2.7187 0.0259 0.120

---

--- x ---
8
Properties=species:S:1:pos:R:3:lowdin_charge:R:1 method="wB97M-V/def2-TZVPD" e_lumo_ev=0.911 homo_ev=-10.73 mol_weight_g_mol=94.50 gap_ev=11.64 charge=0
C 0.8922 -0.0383 -0.5590 -0.178
C -0.6462 -0.0117 0.6104 -0.651
O 0.2597 -1.0445 0.1959 -0.025
O 0.1801 0.9835 0.1287 -0.047
Cl -2.3503 -0.0044 -0.1912 0.512
H 1.9235 -0.0808 -0.3089 0.126
H 0.7432 0.0628 -1.5913 0.120
H -1.0023 0.1335 1.7152 0.144

---

Least stable = w

---

--- w ---
23
Properties=species:S:1:pos:R:3:lowdin_charge:R:1 method="wB97M-V/def2-TZVPD" e_lumo_ev=-4.563 homo_ev=-13.44 mol_weight_g_mol=154.19 smiles="CC(=[NH2+])c1ncoc1[C@@H](C)N" gap_ev=8.87 charge=+1
C -1.5533 -1.8175 -2.4049 0.026
C -1.0223 -1.1066 -1.1262 -0.216
N -1.8406 -1.1242 -0.1226 0.216
C 0.3080 -0.6336 -1.2295 -0.148
N 1.2437 -1.0024 -2.1558 0.141
C 2.3949 -0.6341 -1.7222 -0.082
O 2.3163 -0.0235 -0.4914 0.063
C 1.0445 -0.0119 -0.1009 -0.065
C 0.7886 0.6172 1.2704 -0.334
C 1.9582 1.6537 1.5277 -0.022
N -0.6226 0.9780 1.4273 0.019
H -2.0831 -2.7804 -2.2015 0.115
H -0.6571 -1.9571 -3.0112 0.074
H -2.2379 -1.0896 -2.8142 0.098
H -2.7754 -1.5492 -0.2761 0.161
H -1.8538 -0.4691 0.6649 0.106
H 3.3940 -0.8047 -2.2214 0.179
H 1.0027 -0.1666 2.0877 0.179
H 2.7951 1.0457 1.1340 0.077
H 1.9117 2.5048 0.9384 0.049
H 2.0878 1.9576 2.6753 0.142
H -0.8871 1.6724 0.6747 0.127
H -0.7114 1.4606 2.3169 0.097

---

--- x ---
23
Properties=species:S:1:pos:R:3:lowdin_charge:R:1 method="wB97M-V/def2-TZVPD" e_lumo_ev=-3.167 homo_ev=-11.84 mol_weight_g_mol=154.19 gap_ev=8.67 charge=+1
C 3.5743 -0.1195 -0.1563 0.025
C 2.9462 1.0997 -0.0855 -0.018
C 2.6939 -1.1786 -0.0247 -0.097
C 0.8148 0.1447 0.2655 -0.095
C -1.4378 -1.5669 1.0854 0.025
C -2.6693 1.5767 -0.6469 -0.012
C -1.6309 -0.5472 0.0389 -0.448
N 1.6249 1.2033 0.1042 0.085
N 1.4019 -1.0476 0.0622 0.056
N -2.3430 0.5342 0.3262 0.058
O -1.3809 -0.7884 -1.1861 0.151
H 4.5730 -0.2734 -0.3062 0.095
H 3.4096 1.9594 -0.2050 0.091
H 3.0580 -2.0942 -0.2304 0.088
H -1.2972 -1.1219 2.0238 0.094
H -0.6187 -2.1114 0.7398 0.059
H -2.2248 -2.2338 1.1654 0.091
H -1.9006 1.3152 -1.5436 0.150
H -3.6120 1.5197 -1.0842 0.064
H -2.6379 2.5565 -0.2263 0.081
H 1.1884 2.0942 0.0322 0.144
H -2.6915 0.6312 1.2587 0.158
H -0.8402 -1.5516 -1.4071 0.154

---

Least stable = x

---

--- w ---
21
Properties=species:S:1:pos:R:3:lowdin_charge:R:1 method="wB97M-V/def2-TZVPD" e_lumo_ev=3.793 homo_ev=-3.92 mol_weight_g_mol=121.16 gap_ev=7.71 charge=-1
C -1.6232 -0.2594 0.7240 -0.226
O -1.3512 -0.2393 2.1741 -0.113
C -0.3238 -0.3005 -0.0367 -0.218
C 0.2175 -1.7351 -0.1888 -0.226
C 1.5476 -1.8613 -0.9160 -0.181
C 2.5313 -1.0357 -0.5982 -0.011
H -2.1212 0.6806 0.5320 0.093
H -2.1852 -1.1687 0.5892 0.101
H -0.5416 -0.0092 -1.0675 0.109
H 0.4150 0.4037 0.3272 0.075
H -0.5841 -2.2977 -0.6665 0.092
H 0.3184 -2.3003 0.7439 0.107
H 1.5890 -2.5675 -1.7337 0.080
H 2.3408 -0.2156 0.0903 0.060
H 3.5676 -1.0313 -0.9234 0.041
H -0.6573 2.3672 -0.1484 -0.044
H -0.1165 3.3495 1.0313 -0.084
O 0.4409 2.7224 0.5496 -0.412
H -0.8513 2.5324 -1.7963 -0.028
H -1.2426 0.7031 2.3516 0.065
O -1.3699 2.2625 -1.0376 -0.279

---

--- x ---
21
Properties=species:S:1:pos:R:3:lowdin_charge:R:1 method="wB97M-V/def2-TZVPD" e_lumo_ev=3.381 homo_ev=-4.01 mol_weight_g_mol=121.16 gap_ev=7.39 charge=-1
C 0.3635 2.1644 -0.4841 -0.255
O 1.6265 2.8954 -0.2958 -0.120
C 0.1879 1.2247 0.6632 -0.175
C -0.8813 0.0714 0.6601 -0.202
C -1.5651 -0.0119 -0.6633 -0.207
C -1.1350 -0.6850 -1.7193 -0.015
H 0.3715 1.8416 -1.5204 0.102
H -0.3143 3.0269 -0.5103 0.109
H 1.0891 0.6592 0.7622 0.099
H 0.1409 1.7914 1.5956 0.108
H -1.5595 0.1989 1.5054 0.097
H -0.4029 -0.9021 0.9902 0.058
H -2.5193 0.5063 -0.8026 0.090
H -0.2437 -1.2957 -1.6355 0.047
H -1.6958 -0.8715 -2.6279 0.039
H 0.9527 -2.7409 0.9510 -0.055
H 0.3366 -2.0298 2.6464 -0.065
O -0.0188 -2.3890 1.8272 -0.397
H 1.3778 -2.7490 -0.6527 -0.062
H 2.3144 2.5171 -0.8496 0.064
O 1.5747 -3.2223 0.1602 -0.262

---

--- y ---
21
Properties=species:S:1:pos:R:3:lowdin_charge:R:1 method="wB97M-V/def2-TZVPD" e_lumo_ev=3.518 homo_ev=-3.05 mol_weight_g_mol=121.16 gap_ev=6.57 charge=-1
C -2.1742 -0.9359 -0.2672 -0.489
O -2.5960 0.3084 -0.4575 -0.358
C -0.7402 -1.2514 -1.0170 -0.182
C 0.4581 -1.4739 -0.0800 -0.231
C 1.8043 -0.7125 -0.3025 -0.197
C 1.7782 0.7210 0.1981 -0.247
O 2.8477 0.7889 1.1816 -0.118
H -2.1045 -1.0858 0.8385 0.073
H -2.8125 -1.8506 -0.6214 0.075
H -0.9245 -2.2489 -1.4619 0.068
H -0.6619 -0.5834 -1.8693 0.089
H 0.7032 -2.5464 0.0226 0.092
H 0.0941 -1.1830 0.9302 0.100
H 2.5118 -1.3657 0.2552 0.106
H 2.1144 -0.6807 -1.3588 0.100
H 1.8952 1.4961 -0.5814 0.113
H 0.8646 0.9490 0.7622 0.099
H 2.8370 1.6295 1.6498 0.066
H -1.5280 1.8716 -0.4185 -0.005
H -2.0283 1.4186 0.8197 0.039
O -1.4529 2.2020 0.4932 -0.192

---

Least stable = x

---

--- w ---
9
Properties=species:S:1:pos:R:3:lowdin_charge:R:1 method="wB97M-V/def2-TZVPD" e_lumo_ev="0.078 / 0.078" homo_ev="-8.36 / -8.36" mol_weight_g_mol=55.08 gap_ev="8.44 / 8.44" charge=0
C 0.8030 1.1825 0.8997 0.018
C -1.6119 -1.3426 -0.0359 0.036
C 0.2170 0.0944 0.4483 -0.212
N -0.8064 -0.5955 0.5125 -0.073
H 1.6492 1.6090 0.3980 0.047
H 0.1592 1.7658 1.5095 0.049
H -2.7299 -1.4015 0.3944 0.075
H 1.0372 -0.5999 -1.6769 0.009
H 1.2825 -0.7123 -2.4497 0.051

---

--- x ---
9
Properties=species:S:1:pos:R:3:lowdin_charge:R:1 method="wB97M-V/def2-TZVPD" e_lumo_ev=1.059 homo_ev=-9.24 mol_weight_g_mol=55.08 smiles="N=C1CC1" gap_ev=10.30 charge=0
N -1.8867 0.1302 0.0204 0.141
C -0.6431 0.1063 0.0401 -0.427
C 0.6307 -0.6332 -0.0524 -0.095
C 0.5558 0.9192 0.0572 -0.075
H -2.3379 -0.7845 0.0634 0.057
H 0.9583 -1.1878 0.8160 0.089
H 0.8901 -1.1022 -0.9910 0.095
H 0.8653 1.3775 0.9863 0.102
H 0.9674 1.1746 -0.9400 0.114

---

--- y ---
9
Properties=species:S:1:pos:R:3:lowdin_charge:R:1 method="wB97M-V/def2-TZVPD" e_lumo_ev="-1.217 / -0.466" homo_ev="-9.49 / -9.00" mol_weight_g_mol=55.08 gap_ev="8.27 / 8.53" charge=0
C -0.2841 0.3627 0.6416 0.035
C -0.6364 -0.1804 -0.7470 -0.180
C 0.3951 0.9361 -0.5434 -0.199
N 0.8161 -1.0312 2.1843 0.076
H -0.4683 -1.2282 -1.0751 0.108
H -1.5567 0.2193 -0.9569 0.053
H -0.0394 1.9159 -0.8180 0.107
H 1.4795 0.8594 -0.5636 0.100
H 0.2942 -1.8534 1.8780 -0.099

---

Least stable = y

---

--- w ---
10
Properties=species:S:1:pos:R:3:lowdin_charge:R:1 method="wB97M-V/def2-TZVPD" e_lumo_ev="-1.689 / -1.689" homo_ev="-9.95 / -9.95" mol_weight_g_mol=121.10 gap_ev="8.26 / 8.26" charge=0
C -0.0551 0.7367 -2.2197 -0.347
N -0.6627 0.7840 -3.1926 -0.114
N -0.4683 -1.5238 0.7045 -0.114
N -0.1193 1.2183 0.9417 -0.154
P 0.5043 -0.1818 0.2709 0.260
S 2.3898 -0.3201 0.4429 0.277
H 0.1925 -2.2098 0.8192 -0.023
H -1.2787 -1.9214 0.1476 0.106
H 0.5466 1.8963 1.3220 0.065
H -1.0492 1.5217 0.7636 0.045

---

--- x ---
10
Properties=species:S:1:pos:R:3:lowdin_charge:R:1 method="wB97M-V/def2-TZVPD" e_lumo_ev=-2.242 homo_ev=-9.95 mol_weight_g_mol=121.10 gap_ev=7.71 charge=0
C 2.5413 -1.7325 0.2684 -0.338
N 3.4379 -1.2284 -0.2666 -0.121
N -0.3903 -0.2329 -1.2671 -0.137
N -0.1720 0.0578 1.1848 -0.119
P -0.1533 -1.1563 0.0831 0.235
S -1.3955 -2.6252 -0.0204 0.254
H -0.3069 -0.5539 -2.1985 0.055
H 0.1672 0.6119 -1.1684 0.063
H 0.0007 -0.0448 2.1438 0.051
H -0.9318 0.6503 0.9245 0.057

---

Least stable = x

---

--- w ---
17
Properties=species:S:1:pos:R:3:lowdin_charge:R:1 method="wB97M-V/def2-TZVPD" e_lumo_ev=0.910 homo_ev=-9.15 mol_weight_g_mol=92.21 smiles=CCS.CC gap_ev=10.06 charge=0
C -0.0756 -1.6059 -1.2073 -0.166
C -0.2496 -0.0699 -1.4878 -0.591
S 1.3208 0.8616 -1.1342 0.639
H 0.8942 -1.9230 -1.3722 0.012
H -0.7107 -2.2536 -2.0745 0.134
H -0.6144 -1.7153 -0.2444 0.049
H -0.5937 -0.0445 -2.4843 0.043
H -1.0497 0.1210 -0.9397 -0.009
H 1.6022 -0.0309 -0.0550 -0.094
C -1.0472 -0.6761 2.4318 -0.139
C -0.9912 0.9059 2.1600 -0.140
H -0.5321 -1.3321 1.8844 -0.026
H -0.7123 -0.8265 3.4529 0.048
H -2.2105 -0.8842 2.4577 0.103
H -1.0217 1.3892 3.0264 -0.017
H -0.0347 1.1744 1.5220 0.065
H -1.9668 1.2154 1.5932 0.090

---

--- x ---
17
Properties=species:S:1:pos:R:3:lowdin_charge:R:1 method="wB97M-V/def2-TZVPD" e_lumo_ev=0.956 homo_ev=-8.99 mol_weight_g_mol=92.21 smiles=CCS.CC gap_ev=9.95 charge=0
C 1.8003 0.7990 1.8207 -0.169
C 0.8424 0.9484 0.6370 -0.625
S 1.6448 1.0041 -0.9917 0.666
H 1.7535 -0.2253 2.2094 0.071
H 1.5414 1.4815 2.6225 0.063
H 2.8370 0.9574 1.5160 0.055
H 0.1158 0.1359 0.6477 0.026
H 0.2837 1.8867 0.6614 0.059
H 2.5146 -0.0015 -0.8252 -0.153
C -2.0807 -1.3990 -0.2650 -0.188
C -3.4950 -1.9727 -0.3602 -0.166
H -1.4993 -1.9581 0.4818 0.065
H -1.5446 -1.3895 -1.2136 0.065
H -2.0477 -0.3829 0.1230 0.048
H -3.9063 -2.1214 0.6425 0.064
H -3.4615 -2.8779 -0.9554 0.058
H -4.1715 -1.2748 -0.8632 0.061

---

Least stable = w